This record from the Open Molecules 2025 dataset describes a cluster of 2 separate species, C4H8INO2 in total. The level of theory is wB97M-V/def2-TZVPD.

## Properties
E   -660.12565 Ha
Structure (SMILES)   CN(C)CI.O=C=O

The geometry in XYZ format:
```
16
Properties=species:S:1:pos:R:3:forces:R:3
C 0.365 1.306 0.189 -0.1 -1.5 3.9
N 0.087 -0.109 0.180 -1.7 -0.2 1.3
C -1.374 -0.411 0.062 1.9 -2.2 -1.4
C 0.972 -0.996 -0.349 -3.6 0.7 -0.8
I 1.301 -0.718 -2.622 -0.1 -0.3 0.3
H 0.239 1.692 1.272 0.2 -0.3 -1.7
H 1.346 1.445 -0.129 1.6 0.7 -0.7
H -0.365 1.671 -0.420 -1.5 2.1 -1.8
H -1.940 0.463 0.206 -0.6 1.1 -0.2
H -1.413 -0.829 -0.994 -0.9 0.6 1.0
H -1.791 -1.171 0.765 0.8 0.4 -0.4
H 0.599 -1.942 -0.101 -0.3 -1.8 -0.7
H 1.868 -0.871 0.049 4.3 0.6 1.1
O 2.983 -4.136 0.268 -0.1 -1.1 -1.3
C 3.001 -3.579 1.266 0.2 0.9 0.5
O 3.036 -2.943 2.228 -0.1 0.2 0.8
```
Positions in Å, forces in eV/Å.